# C19H20N4O4S

One molecule with the formula C19H20N4O4S in a non-equilibrium geometry (ωB97M-V/def2-TZVPD, OMol25).

```
48
C19H20N4O4S (ωB97M-V/def2-TZVPD)
C 4.06049 0.60330 -7.34019
C 2.75940 0.58268 -6.92730
C 2.37140 0.60892 -5.46263
C 1.43307 1.77950 -5.19698
C 0.78286 1.82566 -3.78985
O -0.41680 1.95063 -3.72372
N 1.56673 1.78969 -2.62604
C 1.15583 1.79455 -1.26907
C 0.02268 2.43818 -0.76347
C -0.20092 2.48300 0.61634
C 0.65802 1.78838 1.50771
C 0.37870 1.73285 2.94010
O 1.05444 2.43921 3.68844
N -0.70383 1.01949 3.44772
C -1.57642 0.19910 2.53820
C -1.93734 -1.10745 3.18014
C -2.39897 -0.89363 4.60822
N -3.32887 -1.73966 5.21799
C -3.67902 -1.25282 6.39317
C -4.74712 -1.79553 7.24761
O -5.09960 -1.19547 8.27069
N -5.41247 -2.97448 6.92440
O -6.45972 -3.53734 7.70030
S -2.80564 0.18962 6.90585
C -2.03115 0.18270 5.36697
C -1.08901 1.24840 4.87642
C 1.76034 1.14832 0.99575
C 1.97864 1.14509 -0.36617
H 4.23686 0.61404 -8.36820
H 4.92335 0.69186 -6.70850
H 1.96927 0.60575 -7.67139
H 3.27992 0.66301 -4.83780
H 1.86614 -0.32670 -5.23303
H 0.61830 1.78368 -5.90623
H 1.96710 2.73300 -5.38195
H 2.53205 1.58618 -2.78311
H -0.65381 2.97661 -1.40325
H -1.05317 3.00066 0.98838
H -1.01179 -0.03231 1.61870
H -2.50342 0.71552 2.29874
H -1.07438 -1.76013 3.16647
H -2.76206 -1.50855 2.60348
H -5.04219 -3.45232 6.09829
H -6.63063 -2.98113 8.49962
H -0.19907 1.21730 5.55344
H -1.53576 2.23167 5.02702
H 2.40361 0.64823 1.67976
H 2.87407 0.64470 -0.79687
```

Lowest unoccupied orbital energy in eV: -0.119
ΔE to the lowest compared entry with this formula, charge and spin in kcal/mol: 64.6
SMILES: C=CCCC(=O)Nc1ccc(C(=O)N2CCc3nc(C(=O)NO)sc3C2)cc1
HOMO level in eV: -8.8372
Maximum force in eV/Å: 3.70
Net charge: 0
Frontier orbital gap in eV: 8.7